No. 1
Density functional theory data (the ωB97M-V functional and the def2-TZVPD basis) for C4H4BClS in the gas phase at a distorted geometry.

```
! RIJCOSX wB97M-V def2-TZVPD def2/J DEFGRID3
* xyz 0 1
B 0.73 0.91 -0.73
C 1.30 -0.25 0.44
C 0.53 -1.40 0.59
C -0.97 0.58 -0.84
C -1.92 0.30 -0.01
S -1.04 -1.37 -0.21
Cl -3.46 0.66 0.51
H 0.56 1.96 -0.10
H 1.48 1.07 -1.73
H 2.28 -0.12 0.91
H 0.51 -2.34 1.16
*
```

The value obtained for the LUMO energy is -0.38 eV. For the HOMO energy, the calculation gives -9.1 eV. For the energy relative to the best compared isomer or geometry (same formula, charge and spin), the calculation gives 73.9 kcal per mole. Its energy is -28241.7941 eV.

***

No. 2
Density functional theory data (the ωB97M-V functional and the def2-TZVPD basis) for a molecular structure, C20H19N3O3RuS5 at a distorted geometry.

```
! RIJCOSX wB97M-V def2-TZVPD def2/J DEFGRID3
* xyz 0 1
Ru -0.22 0.36 0.69
S -1.80 -1.14 4.71
C -1.25 -0.55 3.29
S 0.00 0.61 3.09
S -1.80 -1.05 1.71
C 1.15 4.15 -1.08
N 1.16 4.12 0.39
C 2.18 4.63 1.18
C 1.89 4.32 2.45
N 0.70 3.61 2.41
C 0.28 3.46 1.16
S -1.18 2.66 0.67
H 1.47 5.13 -1.41
H 0.13 3.96 -1.41
H 1.81 3.38 -1.47
H 3.01 5.17 0.76
H 2.42 4.53 3.37
H 0.26 3.13 3.19
C 0.56 -4.98 -0.26
C 1.15 -3.59 -0.25
C 1.15 -2.83 0.90
C 1.69 -1.54 0.91
C 2.24 -1.02 -0.27
C 2.27 -1.79 -1.43
C 1.73 -3.06 -1.41
S 2.75 0.67 -0.26
O 4.04 0.76 0.37
O 2.66 1.12 -1.63
O 1.68 1.28 0.62
H -0.06 -5.15 0.62
H 1.35 -5.73 -0.26
H -0.05 -5.15 -1.15
H 0.74 -3.23 1.82
H 1.82 -0.99 1.83
H 2.71 -1.37 -2.33
H 1.74 -3.66 -2.32
C -0.28 0.44 -1.49
C -1.57 -0.17 -1.33
C -2.73 0.63 -1.20
C -3.97 0.06 -1.07
C -4.09 -1.33 -1.07
C -2.96 -2.15 -1.22
C -1.73 -1.57 -1.35
C -5.40 -1.95 -0.95
N -6.44 -2.44 -0.88
H -0.26 1.46 -1.83
H 0.50 -0.16 -1.93
H -2.63 1.71 -1.21
H -4.86 0.67 -0.97
H -3.08 -3.22 -1.23
H -0.85 -2.19 -1.47
*
```

The value obtained for the LUMO energy (spin up / spin down) is -2.51 / -2.07 eV. For the HOMO energy (spin up / spin down), the calculation gives -8.1 / -7.9 eV. For the energy relative to the best compared isomer or geometry (same formula, charge and spin), the calculation gives 8.4 kcal per mole. Its energy is -88419.1850 eV.

***

No. 3
Density functional theory data (the ωB97M-V functional and the def2-TZVPD basis) for a gas-phase ion, C6H12NO (charge +1) at a distorted geometry.

```
! RIJCOSX wB97M-V def2-TZVPD def2/J DEFGRID3
* xyz 1 1
C -1.00 0.18 2.33
C -0.97 0.01 0.72
C -0.80 -1.47 0.26
O -1.86 0.76 -0.05
C -0.45 1.11 -0.17
C 0.28 0.75 -1.52
C 1.64 1.27 -1.72
N 1.52 -0.08 -1.24
H -1.87 -0.34 2.80
H -1.07 1.22 2.47
H -0.15 -0.42 2.81
H 0.23 -1.86 0.61
H -0.68 -1.47 -0.77
H -1.42 -2.15 0.77
H -0.17 2.03 0.32
H -0.37 0.50 -2.37
H 2.20 1.39 -2.57
H 2.22 1.86 -0.86
H 1.79 -0.86 -1.82
H 1.69 -0.21 -0.28
*
```

The value obtained for the LUMO energy is -3.51 eV. For the HOMO energy, the calculation gives -14.3 eV. For the energy relative to the best compared isomer or geometry (same formula, charge and spin), the calculation gives 66.1 kcal per mole. Its energy is -9944.2377 eV. Its SMILES is CC1(C)O[C@@H]1[C@H]1C[NH2+]1.

***

No. 4
Density functional theory data (the ωB97M-V functional and the def2-TZVPD basis) for a molecular structure, C37H46N10O6SSc.

```
! RIJCOSX wB97M-V def2-TZVPD def2/J DEFGRID3
* xyz 3 1
Sc -0.04 -0.02 -0.71
C -1.93 -4.29 3.59
C -2.18 -3.02 4.10
C -1.55 -1.91 3.55
C -0.70 -2.08 2.46
C -0.47 -3.34 1.93
C -1.07 -4.44 2.51
N -0.06 -0.93 1.88
N 0.35 -0.15 2.75
C 0.93 1.06 2.28
C 1.49 1.86 3.26
C 2.03 3.08 2.90
C 1.97 3.44 1.56
C 1.39 2.57 0.65
N 0.87 1.39 0.99
H -2.41 -5.15 4.03
H -2.85 -2.89 4.94
H -1.72 -0.92 3.95
H 0.20 -3.45 1.09
H -0.87 -5.43 2.12
H 1.47 1.51 4.29
H 2.47 3.73 3.63
H 2.36 4.39 1.22
H 1.30 2.84 -0.39
O -3.55 6.96 1.36
C -3.37 6.16 0.30
O -3.30 6.60 -0.82
C -3.20 4.69 0.54
C -3.89 3.80 -0.27
C -3.55 2.46 -0.27
C -2.51 2.00 0.53
C -1.87 2.87 1.40
C -2.22 4.21 1.41
N -2.09 0.64 0.36
C -2.97 -0.25 0.59
C -2.75 -1.64 0.18
C -3.71 -2.61 0.43
C -3.50 -3.89 -0.09
C -2.36 -4.12 -0.84
C -1.45 -3.09 -1.02
N -1.63 -1.87 -0.51
H -3.71 6.46 2.17
H -4.67 4.17 -0.93
H -4.06 1.77 -0.93
H -1.10 2.51 2.07
H -1.70 4.90 2.07
H -3.93 0.01 1.03
H -4.59 -2.38 1.00
H -4.22 -4.67 0.09
H -2.17 -5.09 -1.27
H -0.53 -3.25 -1.56
N 3.00 -0.03 -3.35
C 2.92 0.63 -2.20
N 3.95 1.42 -1.82
O 1.90 0.56 -1.46
H 3.83 0.02 -3.93
H 2.22 -0.62 -3.64
H 4.81 1.46 -2.34
H 3.93 1.82 -0.90
N 1.30 -1.86 -0.61
C 2.25 -2.47 -0.35
N 3.32 -3.15 -0.06
C 4.43 -3.28 -1.03
C 5.76 -3.09 -0.32
C 5.87 -4.02 0.89
C 4.71 -3.80 1.86
C 3.38 -3.99 1.16
H 4.27 -2.55 -1.82
H 4.37 -4.28 -1.47
H 5.85 -2.05 0.00
H 6.56 -3.28 -1.03
H 6.82 -3.85 1.40
H 5.88 -5.06 0.55
H 4.76 -2.78 2.27
H 4.77 -4.49 2.69
H 2.54 -3.72 1.80
H 3.25 -5.03 0.85
N -1.25 -1.80 -5.99
C -1.72 -1.23 -4.68
C -0.48 -1.03 -3.81
O -0.70 -0.56 -2.67
O 0.60 -1.35 -4.31
H -1.63 -2.72 -6.19
H -0.22 -1.86 -5.86
H -1.46 -1.20 -6.79
H -2.41 -1.92 -4.21
H -2.23 -0.29 -4.85
O -0.45 1.93 -1.58
S -0.52 2.46 -3.03
C 1.06 3.36 -3.26
C 0.77 4.87 -3.15
C -0.49 5.02 -2.32
C -1.46 4.00 -2.89
H 1.50 3.05 -4.20
H 1.69 3.00 -2.45
H 0.61 5.28 -4.15
H 1.63 5.39 -2.73
H -0.92 6.02 -2.37
H -0.30 4.80 -1.26
H -1.77 4.26 -3.90
H -2.33 3.79 -2.28
*
```

The value obtained for the LUMO energy is -7.96 eV. For the HOMO energy, the calculation gives -15.8 eV. For the energy relative to the best compared isomer or geometry (same formula, charge and spin), the calculation gives 0.0 kcal per mole. Its energy is -97822.2656 eV.

***

No. 5
Density functional theory data (the ωB97M-V functional and the def2-TZVPD basis) for C3H7NO2 in the gas phase at a distorted geometry.

```
! RIJCOSX wB97M-V def2-TZVPD def2/J DEFGRID3
* xyz 0 1
C 1.83 0.90 0.15
N 1.82 -0.27 0.64
O 0.87 -1.18 0.22
C -0.02 -0.84 -0.80
O -0.78 0.35 -0.48
C -1.70 0.15 0.58
H 2.58 1.55 0.59
H 1.40 1.28 -0.77
H 0.51 -0.56 -1.72
H -0.66 -1.72 -0.92
H -2.24 1.10 0.70
H -1.18 -0.12 1.50
H -2.42 -0.64 0.32
*
```

The value obtained for the LUMO energy is 0.99 eV. For the HOMO energy, the calculation gives -9.9 eV. For the energy relative to the best compared isomer or geometry (same formula, charge and spin), the calculation gives 91.4 kcal per mole. Its energy is -8806.5633 eV. Its SMILES is C=NOCOC.

***

No. 6
Density functional theory data (the ωB97M-V functional and the def2-TZVPD basis) for C7H9NO in the gas phase at a distorted geometry.

```
! RIJCOSX wB97M-V def2-TZVPD def2/J DEFGRID3
* xyz 0 1
O -2.82 0.43 -0.01
C -2.00 -0.55 -0.13
C -0.52 -0.15 -0.16
C -0.03 1.21 -0.56
C 1.32 0.94 -0.31
C 1.68 -0.67 -0.86
C 0.52 -1.24 -0.23
C 0.40 -0.62 1.05
N 1.34 0.50 1.13
H -2.05 -1.74 0.12
H -0.24 2.10 0.27
H -0.28 1.35 -1.62
H 2.00 1.95 -0.47
H 2.63 -1.21 -0.63
H 1.55 -0.61 -2.05
H 0.23 -2.29 -0.37
H 0.14 -1.05 2.15
H 0.93 1.17 1.91
*
```

The value obtained for the LUMO energy is 0.72 eV. For the HOMO energy, the calculation gives -8.7 eV. For the energy relative to the best compared isomer or geometry (same formula, charge and spin), the calculation gives 115.2 kcal per mole. Its energy is -10937.8178 eV. Its SMILES is O=C[C@]12C[C@@H]3C[C@H]1[C@H]2N3.

***

No. 7
Density functional theory data (the ωB97M-V functional and the def2-TZVPD basis) for a molecular structure, C25H38BN6RhSi2.

```
! RIJCOSX wB97M-V def2-TZVPD def2/J DEFGRID3
* xyz 0 5
Rh -0.41 0.38 0.67
C 0.06 -3.00 2.45
C -0.11 -2.98 0.96
C 0.03 -4.02 0.03
C -0.29 -3.46 -1.19
C -0.32 -4.10 -2.53
N -0.61 -2.16 -0.98
N -0.49 -1.87 0.34
B -1.29 -1.17 -1.96
N -2.59 -0.67 -1.30
N -2.52 0.00 -0.13
C -3.76 0.29 0.23
C -4.04 1.02 1.50
C -4.66 -0.20 -0.73
C -3.87 -0.81 -1.69
C -4.28 -1.50 -2.94
N -0.42 0.06 -2.34
N -0.18 1.06 -1.45
C 0.44 2.04 -2.09
C 0.87 3.26 -1.37
C 0.59 1.69 -3.44
C 0.04 0.42 -3.56
C -0.08 -0.43 -4.77
H 0.76 -3.78 2.75
H -0.89 -3.19 2.94
H 0.44 -2.04 2.80
H 0.32 -5.04 0.22
H -0.03 -5.15 -2.44
H 0.38 -3.62 -3.22
H -1.31 -4.06 -2.98
H -1.54 -1.76 -2.97
H -3.10 1.28 1.99
H -4.63 0.41 2.19
H -4.60 1.94 1.32
H -5.74 -0.13 -0.72
H -5.36 -1.48 -3.05
H -3.96 -2.54 -2.94
H -3.84 -1.02 -3.82
H 0.39 3.31 -0.39
H 0.62 4.17 -1.92
H 1.95 3.27 -1.20
H 1.04 2.27 -4.23
H 0.36 0.08 -5.62
H -1.12 -0.66 -5.00
H 0.44 -1.38 -4.64
C 3.05 0.13 -1.24
Si 2.18 -0.18 0.41
C 2.95 -1.79 1.05
C 2.67 1.21 1.64
C 4.04 1.52 1.60
C 4.61 2.46 2.44
C 3.81 3.14 3.34
C 2.46 2.86 3.39
C 1.86 1.91 2.56
Si -0.02 1.69 2.72
C -0.81 3.41 2.74
C -0.46 0.75 4.29
H 4.13 -0.06 -1.15
H 2.92 1.15 -1.62
H 2.66 -0.55 -1.99
H 4.04 -1.68 1.03
H 2.68 -2.63 0.42
H 2.67 -2.03 2.08
H 4.68 1.00 0.89
H 5.67 2.67 2.38
H 4.24 3.89 4.01
H 1.84 3.41 4.10
H -0.61 3.92 3.69
H -1.90 3.34 2.63
H -0.42 4.03 1.94
H -0.14 1.32 5.17
H 0.03 -0.22 4.33
H -1.54 0.59 4.37
*
```

The value obtained for the LUMO energy (spin up / spin down) is 0.67 / -1.17 eV. For the HOMO energy (spin up / spin down), the calculation gives -5.4 / -8.5 eV. Its energy is -54923.5772 eV.

***

No. 8
Density functional theory data (the ωB97M-V functional and the def2-TZVPD basis) for a molecular structure, C23H33BN8OSTi at a distorted geometry.

```
! RIJCOSX wB97M-V def2-TZVPD def2/J DEFGRID3
* xyz 2 1
Ti -0.60 1.03 -0.62
C 1.58 3.15 1.31
C 2.12 2.06 0.44
C 3.45 1.77 0.18
C 3.45 0.61 -0.58
C 4.62 -0.12 -1.14
N 2.18 0.22 -0.75
N 1.34 1.13 -0.15
B 1.65 -1.18 -1.18
N 0.69 -0.94 -2.36
N -0.20 0.11 -2.35
C -0.77 0.16 -3.58
C -1.77 1.19 -3.99
C -0.24 -0.85 -4.36
C 0.67 -1.53 -3.56
C 1.54 -2.68 -3.92
N 0.86 -1.79 0.03
N -0.94 -0.06 0.87
C -1.46 -0.53 2.17
C -2.99 -0.44 2.16
C 0.55 -2.15 2.31
C 1.42 -2.03 1.31
C 2.90 -2.19 1.42
H 2.23 3.28 2.17
H 0.58 2.90 1.66
H 1.55 4.11 0.78
H 4.32 2.33 0.50
H 5.54 0.38 -0.83
H 4.59 -0.12 -2.23
H 4.66 -1.15 -0.80
H 2.55 -1.88 -1.50
H -2.63 1.18 -3.33
H -2.11 0.99 -5.00
H -1.31 2.19 -3.98
H -0.49 -1.07 -5.39
H 1.32 -2.99 -4.94
H 1.40 -3.52 -3.25
H 2.59 -2.39 -3.87
H -3.27 0.61 2.12
H -3.41 -0.87 3.06
H -3.39 -0.97 1.29
H 0.82 -2.47 3.31
H 3.15 -2.58 2.41
H 3.41 -1.24 1.29
H 3.27 -2.89 0.67
N -4.45 2.34 -0.63
C -3.16 2.21 -0.88
O -2.60 1.08 -0.83
C -2.33 3.40 -1.24
C -0.87 3.09 -0.84
H -5.01 1.54 -0.41
H -4.91 3.24 -0.68
H -2.71 4.31 -0.77
H -2.43 3.54 -2.32
H -0.67 3.60 0.10
H -0.17 3.49 -1.58
S -0.76 -1.57 0.16
C -0.90 -2.00 1.99
N -0.94 0.10 3.33
C -1.06 -0.57 4.53
C -1.57 -1.79 4.79
C -2.01 -2.88 3.93
C -1.75 -3.03 2.62
H -0.14 0.70 3.22
H -0.70 0.02 5.37
H -1.65 -2.02 5.85
H -2.55 -3.67 4.42
H -2.08 -3.89 2.05
*
```

The value obtained for the LUMO energy is -6.64 eV. For the HOMO energy, the calculation gives -13.2 eV. For the energy relative to the best compared isomer or geometry (same formula, charge and spin), the calculation gives 107.8 kcal per mole. Its energy is -72970.3571 eV.

***

No. 9
Density functional theory data (the ωB97M-V functional and the def2-TZVPD basis) for C9H8F6O3 in the gas phase at a distorted geometry.

```
! RIJCOSX wB97M-V def2-TZVPD def2/J DEFGRID3
* xyz 0 1
O -1.55 0.79 0.97
C -0.56 0.68 -0.02
C 0.34 -0.56 0.24
C 1.07 -0.60 1.60
O -0.03 -0.56 2.54
C 1.95 0.67 1.79
F 2.69 0.51 2.92
F 1.17 1.73 2.05
F 2.79 0.98 0.76
C 1.88 -1.89 1.75
F 1.19 -2.99 1.34
F 3.01 -1.78 0.96
F 2.21 -2.18 3.03
C -1.29 0.59 -1.33
C -0.63 0.35 -2.52
C -1.68 0.47 -3.50
C -2.82 0.76 -2.82
O -2.64 0.77 -1.49
H -2.36 1.07 0.50
H 0.01 1.60 0.02
H -0.30 -1.44 0.11
H 1.11 -0.60 -0.53
H -0.68 0.12 2.22
H 0.44 0.22 -2.70
H -1.53 0.46 -4.57
H -3.80 0.86 -3.32
*
```

The value obtained for the LUMO energy is 0.56 eV. For the HOMO energy, the calculation gives -9.3 eV. Its energy is -31909.5095 eV. Its SMILES is O[C@@H](CC(O)(C(F)(F)F)C(F)(F)F)c1ccco1.

***

No. 10
Density functional theory data (the ωB97M-V functional and the def2-TZVPD basis) for 3 unconnected molecules or ions with the total composition C11H19B2BrN3O2S at a distorted geometry.

```
! RIJCOSX wB97M-V def2-TZVPD def2/J DEFGRID3
* xyz -1 1
C 0.31 -0.35 -2.93
C -0.66 -0.75 -1.84
C -0.12 -1.78 -0.85
N -1.82 -0.28 -1.71
B -2.99 -0.30 -2.66
S -2.97 -1.92 -3.74
Br -2.85 1.35 -4.09
B -4.44 -0.05 -1.77
O -4.52 0.99 -0.86
O -5.59 -0.84 -1.84
H 0.40 -1.15 -3.67
H 1.31 -0.19 -2.50
H -0.03 0.56 -3.42
H 0.70 -2.36 -1.29
H -0.93 -2.45 -0.58
H 0.26 -1.30 0.05
H -3.92 -2.55 -3.03
H -3.85 1.65 -1.07
H -5.84 -1.24 -1.00
N -0.07 0.56 2.23
C 0.17 1.57 3.14
C -0.34 2.73 2.61
C -0.91 2.40 1.34
C -0.73 1.06 1.14
H 0.18 -0.40 2.35
H 0.67 1.37 4.07
H -0.31 3.70 3.08
H -1.40 3.08 0.66
H -1.01 0.43 0.31
N 3.18 0.22 2.02
C 4.42 0.51 2.52
C 5.30 -0.41 2.02
C 4.56 -1.28 1.18
C 3.26 -0.86 1.20
H 2.34 0.74 2.22
H 4.57 1.35 3.19
H 6.36 -0.44 2.22
H 4.94 -2.12 0.62
H 2.39 -1.25 0.69
*
```

The value obtained for the LUMO energy is 2.62 eV. For the HOMO energy, the calculation gives -4.2 eV. Its energy is -102516.2282 eV.

***

Question: Among the records above, which one has the lowest energy?
Answer: C11H19B2BrN3O2S

***

Question: Among the records above, which one has the highest energy?
Answer: C3H7NO2